<i>
The following is a quantum chemistry calculation of a 2-piece molecular cluster, C4H10O2 overall, from the OMol25 dataset.

Computed properties:
Highest occupied orbital energy in eV: -8.50
HOMO-LUMO gap in eV: 9.4

Element x y z (Å)
C -0.469 0.307 -0.551
O 0.024 0.074 -1.848
H 0.484 -0.920 3.595
C 0.308 -0.576 0.424
O 0.687 0.222 1.536
H -0.529 1.939 -2.577
H -1.552 0.099 -0.513
H 1.844 0.344 3.151
C -0.625 0.866 -2.808
H 1.140 -1.437 2.917
H -0.299 -1.415 0.792
C 1.421 -0.405 2.489
H -0.150 0.666 -3.771
H 1.197 -0.972 -0.078
H -1.697 0.622 -2.877
H -0.324 1.359 -0.259

How is the electron density shared among the atoms? According to natural (NBO), the charges in e are: atom 1 (C): -0.083, atom 2 (O): -0.533, atom 3 (H): 0.049, atom 4 (C): -0.080, atom 5 (O): -0.526, atom 6 (H): 0.165, atom 7 (H): 0.164, atom 8 (H): 0.202, atom 9 (C): -0.248, atom 10 (H): 0.216, atom 11 (H): 0.170, atom 12 (C): -0.232, atom 13 (H): 0.195, atom 14 (H): 0.197, atom 15 (H): 0.164, atom 16 (H): 0.180

***

<ii>
The following is a quantum chemistry calculation of a 2-piece molecular cluster, C4H10O2 overall, from the OMol25 dataset.

Computed properties:
Structure (SMILES): O=CO.CCC
Highest occupied orbital energy in eV: -10.99
HOMO-LUMO gap in eV: 11.5

Element x y z (Å)
H 1.541 -2.082 0.255
H 2.171 0.342 0.644
C 1.244 -0.118 1.010
H -0.842 -2.674 -0.161
H 0.511 0.685 0.998
O -2.169 2.337 -0.037
H 1.462 -0.413 2.032
O -0.816 1.287 -1.448
C -0.601 -1.710 0.284
C 0.844 -1.259 0.092
C -1.302 2.388 -0.850
H 0.953 -0.915 -0.932
H -0.870 -1.752 1.338
H -1.259 -0.933 -0.103
H -0.003 1.482 -1.928
H -0.865 3.334 -1.196

How is the electron density shared among the atoms? According to natural (NBO), the charges in e are: atom 1 (H): 0.195, atom 2 (H): 0.198, atom 3 (C): -0.606, atom 4 (H): 0.207, atom 5 (H): 0.201, atom 6 (O): -0.540, atom 7 (H): 0.206, atom 8 (O): -0.680, atom 9 (C): -0.613, atom 10 (C): -0.392, atom 11 (C): 0.639, atom 12 (H): 0.184, atom 13 (H): 0.200, atom 14 (H): 0.217, atom 15 (H): 0.488, atom 16 (H): 0.095

***

<iii>
The following is a quantum chemistry calculation of a 2-piece molecular cluster, C4H10O2 overall, from the OMol25 dataset.

Computed properties:
Structure (SMILES): OCCO.C=C
Highest occupied orbital energy in eV: -8.94
HOMO-LUMO gap in eV: 9.6

Element x y z (Å)
O 1.938 -1.287 -0.710
H 1.502 -0.638 -1.287
C -1.837 0.518 -0.824
H 0.408 1.660 -0.659
O 0.349 0.696 -0.584
H 1.674 -1.729 1.259
H 1.512 0.740 1.056
C 1.109 -1.302 0.421
H -2.314 0.660 1.225
H -1.881 1.585 -1.030
H 0.229 -1.953 0.264
C 0.681 0.130 0.735
H -1.633 -0.104 -1.689
C -2.095 0.017 0.379
H -2.094 -1.055 0.544
H -0.058 0.111 1.572

How is the electron density shared among the atoms? According to natural (NBO), the charges in e are: atom 1 (O): -0.720, atom 2 (H): 0.483, atom 3 (C): -0.316, atom 4 (H): 0.492, atom 5 (O): -0.746, atom 6 (H): 0.184, atom 7 (H): 0.182, atom 8 (C): -0.087, atom 9 (H): 0.190, atom 10 (H): 0.179, atom 11 (H): 0.159, atom 12 (C): -0.098, atom 13 (H): 0.196, atom 14 (C): -0.489, atom 15 (H): 0.192, atom 16 (H): 0.196

***

If we sort the structures by their calculated energies, the order from most to least stable is <ii>, <iii>, <i>.

***

<i>
The following is a quantum chemistry calculation of one molecule with the formula C4H10O2, from the OMol25 dataset.

Computed properties:
Structure (SMILES): COC[C@@H](C)O
Highest occupied orbital energy in eV: -8.44
HOMO-LUMO gap in eV: 9.4

Element x y z (Å)
C 2.288 -0.927 -0.319
H 1.829 -1.598 -1.063
O 1.312 -0.218 0.402
H -2.196 0.058 -1.041
C 0.437 0.527 -0.431
C -0.771 0.956 0.452
H -0.407 -0.703 1.333
H 2.861 -1.527 0.394
H 0.084 -0.123 -1.244
H 2.973 -0.246 -0.845
H 0.993 1.364 -0.901
O -0.950 0.052 1.548
H -3.062 0.966 0.291
H -0.407 1.914 0.957
H -2.679 -0.740 0.457
C -2.306 0.248 0.009

How is the electron density shared among the atoms? According to natural (NBO), the charges in e are: atom 1 (C): -0.245, atom 2 (H): 0.165, atom 3 (O): -0.549, atom 4 (H): 0.179, atom 5 (C): -0.104, atom 6 (C): 0.046, atom 7 (H): 0.471, atom 8 (H): 0.197, atom 9 (H): 0.157, atom 10 (H): 0.167, atom 11 (H): 0.177, atom 12 (O): -0.735, atom 13 (H): 0.213, atom 14 (H): 0.196, atom 15 (H): 0.219, atom 16 (C): -0.555

***

<ii>
The following is a quantum chemistry calculation of a 2-piece molecular cluster, C4H10O2 overall, from the OMol25 dataset.

Computed properties:
Structure (SMILES): C=CCO.CO
Highest occupied orbital energy in eV: -9.52
HOMO-LUMO gap in eV: 10.4

Element x y z (Å)
H -1.873 -1.804 -1.939
H -1.046 1.555 0.864
H 2.245 1.225 0.908
H -1.409 0.136 1.990
H -2.471 -0.174 -1.543
O -0.482 -0.280 -1.630
H 0.249 -0.884 -1.453
C -0.704 0.631 1.325
C 0.472 0.098 1.011
C 1.529 0.787 0.197
C -1.701 -0.911 -1.320
H 0.745 -0.888 1.391
H -1.774 -1.195 -0.260
H 2.970 0.289 -1.014
H 1.090 1.595 -0.403
O 2.195 -0.150 -0.640

How is the electron density shared among the atoms? According to natural (NBO), the charges in e are: atom 1 (H): 0.160, atom 2 (H): 0.195, atom 3 (H): 0.171, atom 4 (H): 0.200, atom 5 (H): 0.178, atom 6 (O): -0.731, atom 7 (H): 0.479, atom 8 (C): -0.393, atom 9 (C): -0.193, atom 10 (C): -0.106, atom 11 (C): -0.248, atom 12 (H): 0.202, atom 13 (H): 0.163, atom 14 (H): 0.476, atom 15 (H): 0.181, atom 16 (O): -0.735

***

<iii>
The following is a quantum chemistry calculation of a 2-piece molecular cluster, C4H10O2 overall, from the OMol25 dataset.

Computed properties:
Structure (SMILES): C/C=C/OC.O
Highest occupied orbital energy in eV: -8.98
HOMO-LUMO gap in eV: 10.0

Element x y z (Å)
H 3.469 -0.293 -0.072
C 2.481 -0.420 -0.518
H -2.358 2.074 -0.222
H -2.208 0.587 -1.170
H -0.524 0.906 1.422
H 2.550 -0.243 -1.600
C 0.383 0.610 -0.419
H -0.760 -1.860 1.474
H 0.313 0.516 -1.508
O 1.634 0.523 0.109
H -2.800 0.518 0.493
C -0.683 0.843 0.346
H 2.136 -1.449 -0.345
C -2.083 1.015 -0.169
O -1.029 -2.095 0.578
H -0.660 -1.370 0.054

How is the electron density shared among the atoms? According to natural (NBO), the charges in e are: atom 1 (H): 0.199, atom 2 (C): -0.251, atom 3 (H): 0.218, atom 4 (H): 0.214, atom 5 (H): 0.210, atom 6 (H): 0.171, atom 7 (C): 0.096, atom 8 (H): 0.463, atom 9 (H): 0.169, atom 10 (O): -0.518, atom 11 (H): 0.226, atom 12 (C): -0.261, atom 13 (H): 0.179, atom 14 (C): -0.641, atom 15 (O): -0.948, atom 16 (H): 0.474

***

<iv>
The following is a quantum chemistry calculation of a 3-piece molecular cluster, C4H10O2 overall, from the OMol25 dataset.

Computed properties:
Highest occupied orbital energy in eV: -8.20
HOMO-LUMO gap in eV: 5.0

Element x y z (Å)
H 0.291 2.274 -0.624
O 0.763 0.491 -1.339
C -0.046 1.259 -0.860
H -1.068 -0.277 0.680
H -1.428 1.418 1.047
O -0.416 -1.255 1.893
H -1.587 0.226 -1.928
H 1.511 -1.120 -0.093
H 1.462 -2.292 1.037
C -1.679 0.970 -1.149
C -1.253 0.737 0.208
H -2.237 1.854 -1.388
H 3.092 -1.975 0.127
C 2.192 -1.603 0.607
H -0.925 -1.082 2.701
H 2.288 -0.806 1.348

How is the electron density shared among the atoms? According to natural (NBO), the charges in e are: atom 1 (H): 0.167, atom 2 (O): -0.367, atom 3 (C): 0.316, atom 4 (H): 0.352, atom 5 (H): 0.245, atom 6 (O): -1.019, atom 7 (H): 0.263, atom 8 (H): 0.212, atom 9 (H): 0.252, atom 10 (C): -0.318, atom 11 (C): -0.292, atom 12 (H): 0.229, atom 13 (H): 0.202, atom 14 (C): -0.880, atom 15 (H): 0.424, atom 16 (H): 0.215

***

If we sort the structures by their calculated energies, the order from most to least stable is <iii>, <ii>, <i>, <iv>.

***

<i>
The following is a quantum chemistry calculation of one molecule with the formula C4H10O2, from the OMol25 dataset.

Computed properties:
Structure (SMILES): CC(C)(O)CO
Highest occupied orbital energy in eV: -9.53
HOMO-LUMO gap in eV: 10.1

Element x y z (Å)
H 0.990 -1.092 1.345
C -0.432 1.067 0.511
H 2.178 -1.174 -0.181
H -2.243 1.758 0.793
H -0.033 1.932 -0.048
O -0.572 -1.504 0.718
C 0.180 -0.181 -0.081
C 1.520 -0.472 0.346
H -0.126 1.182 1.565
H -1.140 -0.397 -1.748
H 0.409 0.404 -2.108
H -1.339 -1.108 1.178
O -1.842 0.973 0.389
H 0.363 -1.355 -1.870
H 2.125 0.358 0.727
C -0.067 -0.406 -1.536

How is the electron density shared among the atoms? According to natural (NBO), the charges in e are: atom 1 (H): 0.312, atom 2 (C): -0.102, atom 3 (H): 0.231, atom 4 (H): 0.478, atom 5 (H): 0.178, atom 6 (O): -0.818, atom 7 (C): 0.266, atom 8 (C): -0.719, atom 9 (H): 0.177, atom 10 (H): 0.232, atom 11 (H): 0.211, atom 12 (H): 0.469, atom 13 (O): -0.724, atom 14 (H): 0.227, atom 15 (H): 0.218, atom 16 (C): -0.636

***

<ii>
The following is a quantum chemistry calculation of one molecule with the formula C4H10O2, from the OMol25 dataset.

Computed properties:
Structure (SMILES): COCCOC
Highest occupied orbital energy in eV: -9.73
HOMO-LUMO gap in eV: 10.8

Element x y z (Å)
H 0.998 0.883 -0.617
H 3.065 0.066 2.148
H -2.808 -1.500 -1.026
C 2.477 0.722 1.498
C 0.775 -0.011 -0.017
H -0.958 -1.165 0.552
O -1.131 -0.313 -1.334
C -2.505 -0.544 -1.481
H 1.235 -0.875 -0.526
H -3.102 0.262 -1.028
H 2.377 1.711 1.969
O 1.215 0.123 1.310
H -2.708 -0.580 -2.554
H 3.027 0.864 0.559
C -0.726 -0.233 0.009
H -1.233 0.591 0.538

How is the electron density shared among the atoms? According to natural (NBO), the charges in e are: atom 1 (H): 0.168, atom 2 (H): 0.183, atom 3 (H): 0.164, atom 4 (C): -0.245, atom 5 (C): -0.066, atom 6 (H): 0.165, atom 7 (O): -0.539, atom 8 (C): -0.243, atom 9 (H): 0.166, atom 10 (H): 0.164, atom 11 (H): 0.176, atom 12 (O): -0.551, atom 13 (H): 0.193, atom 14 (H): 0.171, atom 15 (C): -0.071, atom 16 (H): 0.165

***

<iii>
The following is a quantum chemistry calculation of a 2-piece molecular cluster, C4H10O2 overall, from the OMol25 dataset.

Computed properties:
Structure (SMILES): C[C@H]1CO1.CO
Highest occupied orbital energy in eV: -9.76
HOMO-LUMO gap in eV: 10.8

Element x y z (Å)
O -1.252 1.278 -0.142
H -1.028 0.479 0.360
H -2.753 1.532 -1.502
H 0.940 -0.692 2.221
H -2.305 -0.167 -1.226
C 1.566 -0.120 -0.409
C 0.658 -1.513 1.558
C 0.887 -1.355 0.122
O -0.425 -1.221 0.669
H 1.286 0.080 -1.447
H 2.649 -0.279 -0.390
H 0.996 -2.259 -0.480
C -1.911 0.856 -1.314
H 0.646 -2.510 1.994
H -1.245 0.886 -2.193
H 1.319 0.757 0.197

How is the electron density shared among the atoms? According to natural (NBO), the charges in e are: atom 1 (O): -0.753, atom 2 (H): 0.489, atom 3 (H): 0.173, atom 4 (H): 0.187, atom 5 (H): 0.168, atom 6 (C): -0.643, atom 7 (C): -0.112, atom 8 (C): 0.062, atom 9 (O): -0.522, atom 10 (H): 0.222, atom 11 (H): 0.218, atom 12 (H): 0.187, atom 13 (C): -0.249, atom 14 (H): 0.189, atom 15 (H): 0.151, atom 16 (H): 0.233

***

If we sort the structures by their calculated energies, the order from most to least stable is <ii>, <iii>, <i>.

***

<i>
The following is a quantum chemistry calculation of a 2-piece molecular cluster, C3H10N2O2 overall, from the OMol25 dataset.

Computed properties:
Highest occupied orbital energy in eV: -7.81
HOMO-LUMO gap in eV: 8.5

Element x y z (Å)
H -3.044 0.384 0.124
H 0.304 0.474 1.358
H -2.873 -1.091 -0.524
H 0.322 -2.641 -0.503
H 1.651 1.874 -0.860
O 1.094 -0.368 -1.594
O -1.452 0.188 -1.014
H -0.570 0.916 -0.281
H 2.364 1.593 0.764
N -2.359 -0.353 -0.041
H 1.201 -2.025 0.906
C 0.620 -0.551 -0.506
N 0.478 0.709 0.387
C 0.369 -1.833 0.224
H 1.008 2.721 0.564
H -0.560 -1.789 0.791
C 1.449 1.791 0.205

How is the electron density shared among the atoms? According to natural (NBO), the charges in e are: atom 1 (H): 0.325, atom 2 (H): 0.402, atom 3 (H): 0.333, atom 4 (H): 0.249, atom 5 (H): 0.240, atom 6 (O): -0.560, atom 7 (O): -0.706, atom 8 (H): 0.481, atom 9 (H): 0.195, atom 10 (N): -0.587, atom 11 (H): 0.231, atom 12 (C): 0.770, atom 13 (N): -0.689, atom 14 (C): -0.738, atom 15 (H): 0.207, atom 16 (H): 0.264, atom 17 (C): -0.418

***

<ii>
The following is a quantum chemistry calculation of a 2-piece molecular cluster, C3H10N2O2 overall, from the OMol25 dataset.

Computed properties:
Structure (SMILES): C[C@@H](O)CO.[H]/N=N\[H]
Highest occupied orbital energy in eV: -8.75
HOMO-LUMO gap in eV: 9.3

Element x y z (Å)
H 1.276 1.000 0.931
C -1.156 0.734 -0.812
H -1.443 0.592 -1.858
H 1.606 -0.708 2.126
H 0.488 -1.310 -2.050
H 1.412 -0.172 -1.100
O -2.346 0.981 -0.060
N 2.418 -0.059 2.129
H 1.252 -1.816 -0.501
O -0.267 -0.441 1.106
C 0.716 -1.015 -1.022
N 2.236 0.942 1.412
H -2.752 1.790 -0.415
C -0.544 -0.633 -0.278
H -1.292 -1.430 -0.339
H -1.096 -0.068 1.477
H -0.507 1.614 -0.746

How is the electron density shared among the atoms? According to natural (NBO), the charges in e are: atom 1 (H): 0.292, atom 2 (C): -0.090, atom 3 (H): 0.166, atom 4 (H): 0.305, atom 5 (H): 0.222, atom 6 (H): 0.214, atom 7 (O): -0.743, atom 8 (N): -0.299, atom 9 (H): 0.230, atom 10 (O): -0.751, atom 11 (C): -0.640, atom 12 (N): -0.311, atom 13 (H): 0.479, atom 14 (C): 0.083, atom 15 (H): 0.176, atom 16 (H): 0.494, atom 17 (H): 0.171

***

If we sort the structures by their calculated energies, the order from most to least stable is <ii>, <i>.

***

<i>
The following is a quantum chemistry calculation of a 2-piece molecular cluster, C3H10N2O2 overall, from the OMol25 dataset.

Computed properties:
Structure (SMILES): CNCC(N)=O.O
Highest occupied orbital energy in eV: -9.54
HOMO-LUMO gap in eV: 10.2

Element x y z (Å)
C -0.499 1.234 -0.263
N 0.545 0.280 -0.786
H 2.129 -3.558 -0.924
C 1.393 1.067 -1.889
O -1.471 1.214 2.030
N -1.415 -0.712 0.858
O 1.825 -2.893 -0.303
H -1.231 -0.993 -0.097
H 0.898 2.015 -2.142
C -1.197 0.573 0.996
H -1.921 -1.288 1.419
H 0.055 2.063 0.193
H 1.579 0.171 -2.667
H 1.117 0.104 -0.076
H -1.211 1.639 -1.018
H 2.272 1.278 -1.336
H 1.385 -2.217 -0.730

How is the electron density shared among the atoms? According to natural (NBO), the charges in e are: atom 1 (C): -0.330, atom 2 (N): -0.647, atom 3 (H): 0.473, atom 4 (C): -0.436, atom 5 (O): -0.630, atom 6 (N): -0.789, atom 7 (O): -0.946, atom 8 (H): 0.398, atom 9 (H): 0.209, atom 10 (C): 0.654, atom 11 (H): 0.402, atom 12 (H): 0.198, atom 13 (H): 0.217, atom 14 (H): 0.343, atom 15 (H): 0.219, atom 16 (H): 0.193, atom 17 (H): 0.472

***

<ii>
The following is a quantum chemistry calculation of a 2-piece molecular cluster, C3H10N2O2 overall, from the OMol25 dataset.

Computed properties:
Structure (SMILES): NCNCC=O.O
Highest occupied orbital energy in eV: -9.77
HOMO-LUMO gap in eV: 10.4

Element x y z (Å)
C 0.431 -1.258 0.214
N -0.116 -0.029 0.752
H 1.994 0.972 1.649
C -0.825 1.057 -1.308
H -0.490 -0.408 1.621
H 0.414 -1.245 -0.875
H -1.855 -0.514 -0.400
H -0.037 -2.535 1.726
O 2.783 1.326 1.222
H 1.493 -1.292 0.485
H -0.005 -3.294 0.376
O -1.484 1.130 -2.308
H -1.849 1.061 0.586
H 3.441 0.634 1.326
H 0.207 1.453 -1.231
N -0.263 -2.400 0.777
C -1.310 0.356 -0.046

How is the electron density shared among the atoms? According to natural (NBO), the charges in e are: atom 1 (C): -0.061, atom 2 (N): -0.623, atom 3 (H): 0.478, atom 4 (C): 0.429, atom 5 (H): 0.356, atom 6 (H): 0.185, atom 7 (H): 0.214, atom 8 (H): 0.350, atom 9 (O): -0.940, atom 10 (H): 0.156, atom 11 (H): 0.367, atom 12 (O): -0.511, atom 13 (H): 0.228, atom 14 (H): 0.461, atom 15 (H): 0.120, atom 16 (N): -0.860, atom 17 (C): -0.348

***

If we sort the structures by their calculated energies, the order from most to least stable is <ii>, <i>.